#i
{"formula": "C2H4FNO", "method": "ωB97M-V/def2-TZVPD", "symbols": ["C", "C", "N", "O", "F", "H", "H", "H", "H"], "positions_angstrom": [[-1.37, 0.80, -0.04], [0.99, 0.02, -0.09], [-0.44, 0.06, 0.02], [-2.46, 1.24, 0.01], [-3.91, -0.84, -0.01], [-3.34, -0.20, -0.29], [1.45, 0.50, -0.94], [1.33, 0.14, 0.96], [1.08, -0.98, -0.45]], "smiles": "CN=C=O.F", "multiplicity": 1, "gap_ev": 11.37, "total_charge": 0, "mol_weight_da": 77.06, "lumo_ev": 0.326}

***

#ii
{"formula": "C2H4FNO", "method": "ωB97M-V/def2-TZVPD", "symbols": ["C", "C", "N", "O", "F", "H", "H", "H", "H"], "positions_angstrom": [[-0.72, 0.05, -0.17], [0.78, 0.90, 0.08], [-0.63, -1.24, 0.04], [-1.71, 0.61, -0.55], [1.84, 0.18, -0.46], [0.78, 1.85, -0.53], [1.13, 1.18, 0.97], [-0.03, -1.66, 0.74], [-1.44, -1.86, -0.12]], "smiles": "NC(=O)CF", "multiplicity": 1, "gap_ev": 10.90, "total_charge": 0, "mol_weight_da": 77.06, "lumo_ev": 0.803}

***

Verdict on stability: #ii comes out at the bottom.

***

#i
{"formula": "C5H7FN2", "method": "ωB97M-V/def2-TZVPD", "symbols": ["C", "C", "C", "C", "C", "H", "H", "H", "H", "H", "H", "H", "N", "N", "F"], "positions_angstrom": [[-2.22, -0.94, 0.00], [-0.90, -0.23, -0.01], [0.42, -0.79, 0.00], [1.34, 0.23, 0.00], [-0.70, 1.12, 0.01], [-2.30, -1.55, 0.89], [-3.05, -0.26, -0.01], [-2.34, -1.58, -0.86], [0.65, -1.85, -0.01], [3.12, -0.15, 0.81], [3.12, -0.15, -0.81], [1.08, 2.34, 0.00], [2.75, 0.29, 0.00], [0.63, 1.42, -0.01], [-1.59, 2.12, 0.00]], "smiles": "Cc1cc(N)[nH]c1F", "multiplicity": 1, "gap_ev": 8.88, "total_charge": 0, "mol_weight_da": 114.12, "lumo_ev": 0.947}

***

#ii
{"formula": "C5H7FN2", "method": "ωB97M-V/def2-TZVPD", "symbols": ["C", "C", "C", "C", "C", "N", "N", "F", "H", "H", "H", "H", "H", "H", "H"], "positions_angstrom": [[1.34, 0.88, -0.74], [0.26, 0.12, -0.25], [-0.85, 0.74, -0.90], [-1.01, -1.52, 1.17], [0.38, -0.89, 0.84], [-0.48, 1.78, -1.61], [0.87, 1.87, -1.53], [-2.09, 0.35, -0.86], [2.41, 0.78, -0.76], [-1.64, -0.58, 1.22], [-0.87, -1.78, 2.26], [-1.49, -2.31, 0.67], [1.13, -1.59, 0.64], [0.68, -0.51, 1.80], [1.37, 2.65, -1.94]], "smiles": "CCc1c[nH]nc1F", "multiplicity": 1, "gap_ev": 10.07, "total_charge": 0, "mol_weight_da": 114.12, "lumo_ev": 0.926}

***

#iii
{"formula": "C5H7FN2", "method": "ωB97M-V/def2-TZVPD", "symbols": ["C", "C", "C", "C", "C", "N", "N", "F", "H", "H", "H", "H", "H", "H", "H"], "positions_angstrom": [[-1.21, -1.79, -0.36], [0.12, -1.69, -0.60], [-0.69, 0.21, 0.01], [1.72, 0.28, -0.16], [-1.01, 1.69, 0.53], [-1.70, -0.61, 0.00], [0.45, -0.35, -0.39], [-0.02, 1.95, 1.57], [-1.98, -2.56, -0.40], [0.80, -2.54, -0.62], [1.87, 0.88, -0.97], [1.63, 0.92, 0.79], [2.66, -0.49, -0.02], [-1.95, 1.76, 0.92], [-0.69, 2.34, -0.30]], "smiles": "Cn1ccnc1CF", "multiplicity": 1, "gap_ev": 9.75, "total_charge": 0, "mol_weight_da": 114.12, "lumo_ev": 0.887}

***

Verdict on stability: #iii comes out at the bottom.

***

#i
{"formula": "C24H48O8", "method": "ωB97M-V/def2-TZVPD", "symbols": ["C", "C", "O", "C", "H", "H", "H", "H", "H", "H", "C", "C", "O", "C", "H", "H", "H", "H", "H", "H", "C", "C", "O", "C", "H", "H", "H", "H", "H", "H", "C", "C", "O", "C", "H", "H", "H", "H", "H", "H", "C", "C", "O", "C", "H", "H", "H", "H", "H", "H", "C", "C", "O", "C", "H", "H", "H", "H", "H", "H", "C", "C", "O", "C", "H", "H", "H", "H", "H", "H", "C", "C", "O", "C", "H", "H", "H", "H", "H", "H"], "positions_angstrom": [[-1.76, 4.73, -1.60], [-0.80, 4.09, -0.62], [-1.08, 3.97, 0.55], [0.51, 3.64, -1.21], [-2.73, 4.87, -1.15], [-1.88, 4.07, -2.46], [-1.36, 5.67, -1.98], [1.01, 4.52, -1.62], [0.35, 2.94, -2.03], [1.15, 3.23, -0.43], [4.07, 2.49, -1.02], [4.38, 2.15, -2.46], [5.51, 2.22, -2.87], [3.25, 1.69, -3.35], [5.03, 2.65, -0.52], [3.52, 1.71, -0.50], [3.53, 3.44, -0.95], [2.78, 2.55, -3.83], [2.49, 1.17, -2.76], [3.66, 1.05, -4.13], [1.24, -3.52, -2.28], [2.58, -3.94, -1.72], [2.79, -5.06, -1.34], [3.64, -2.88, -1.66], [1.38, -2.92, -3.17], [0.76, -2.86, -1.54], [0.59, -4.38, -2.41], [3.45, -2.23, -0.80], [3.56, -2.21, -2.52], [4.63, -3.32, -1.61], [1.40, -0.94, 1.19], [0.54, -0.19, 0.20], [0.67, -0.33, -0.99], [-0.57, 0.66, 0.78], [2.23, -0.26, 1.44], [1.82, -1.82, 0.72], [0.86, -1.16, 2.11], [-1.27, -0.01, 1.28], [-1.09, 1.20, -0.01], [-0.17, 1.34, 1.53], [2.87, -0.25, 4.66], [1.87, -0.72, 5.69], [1.59, -1.88, 5.80], [1.32, 0.32, 6.64], [3.71, 0.26, 5.12], [2.41, 0.41, 3.92], [3.24, -1.12, 4.11], [1.14, 1.26, 6.12], [2.06, 0.53, 7.41], [0.41, -0.06, 7.11], [-2.14, -1.56, -2.35], [-1.65, -1.01, -3.66], [-1.58, -1.70, -4.64], [-1.31, 0.47, -3.72], [-1.42, -1.35, -1.57], [-2.20, -2.65, -2.47], [-3.14, -1.21, -2.14], [-2.09, 1.08, -3.26], [-1.18, 0.71, -4.77], [-0.35, 0.61, -3.20], [-4.23, 0.85, 0.97], [-4.11, 1.82, -0.18], [-3.56, 1.49, -1.21], [-4.61, 3.22, 0.07], [-3.40, 1.04, 1.65], [-4.14, -0.17, 0.59], [-5.17, 0.98, 1.50], [-5.48, 3.22, 0.72], [-4.91, 3.67, -0.88], [-3.79, 3.78, 0.53], [-1.83, -3.17, 0.74], [-1.78, -3.71, 2.16], [-1.20, -3.11, 3.03], [-2.49, -5.01, 2.43], [-1.22, -3.81, 0.11], [-1.41, -2.17, 0.75], [-2.86, -3.13, 0.39], [-2.27, -5.76, 1.68], [-3.56, -4.82, 2.42], [-2.22, -5.35, 3.43]], "smiles": "CC(C)=O.CC(C)=O.CC(C)=O.CC(C)=O.CC(C)=O.CC(C)=O.CC(C)=O.CC(C)=O", "multiplicity": 1, "gap_ev": 9.61, "total_charge": 0, "mol_weight_da": 464.64, "lumo_ev": 0.270}

***

#ii
{"formula": "C24H48O8", "method": "ωB97M-V/def2-TZVPD", "symbols": ["C", "C", "O", "C", "H", "H", "H", "H", "H", "H", "C", "C", "O", "C", "H", "H", "H", "H", "H", "H", "C", "C", "O", "C", "H", "H", "H", "H", "H", "H", "C", "C", "O", "C", "H", "H", "H", "H", "H", "H", "C", "C", "O", "C", "H", "H", "H", "H", "H", "H", "C", "C", "O", "C", "H", "H", "H", "H", "H", "H", "C", "C", "O", "C", "H", "H", "H", "H", "H", "H", "C", "C", "O", "C", "H", "H", "H", "H", "H", "H"], "positions_angstrom": [[-23.26, -35.40, -25.97], [-24.17, -34.48, -26.69], [-23.97, -34.16, -27.83], [-25.23, -33.72, -25.88], [-23.35, -36.43, -26.34], [-23.70, -35.54, -24.98], [-22.26, -35.02, -25.79], [-24.92, -33.52, -24.85], [-26.05, -34.44, -25.83], [-25.61, -32.84, -26.38], [-29.24, -35.56, -37.35], [-30.69, -35.96, -37.20], [-31.06, -37.10, -37.56], [-31.58, -34.89, -36.53], [-28.63, -36.39, -37.69], [-28.94, -35.09, -36.42], [-29.09, -34.77, -38.10], [-32.64, -35.14, -36.46], [-31.51, -34.08, -37.26], [-31.26, -34.61, -35.53], [-29.41, -43.80, -32.43], [-28.44, -44.92, -32.58], [-27.49, -44.94, -33.33], [-28.85, -46.15, -31.76], [-30.35, -44.13, -32.88], [-29.08, -42.95, -33.04], [-29.43, -43.55, -31.37], [-28.87, -45.95, -30.69], [-28.08, -46.90, -31.94], [-29.80, -46.58, -32.07], [-21.13, -32.64, -35.39], [-20.84, -33.73, -34.44], [-19.72, -34.05, -34.13], [-21.99, -34.47, -33.88], [-20.76, -31.69, -35.02], [-22.20, -32.64, -35.59], [-20.48, -32.83, -36.24], [-22.46, -35.00, -34.71], [-22.59, -33.67, -33.44], [-21.66, -35.09, -33.04], [-34.94, -41.02, -32.92], [-35.33, -40.70, -31.49], [-35.98, -39.72, -31.19], [-34.82, -41.65, -30.42], [-33.89, -41.29, -33.07], [-35.09, -40.15, -33.56], [-35.57, -41.82, -33.29], [-34.75, -42.69, -30.73], [-35.57, -41.55, -29.63], [-33.80, -41.38, -30.12], [-29.45, -37.66, -28.66], [-29.58, -36.99, -30.00], [-30.67, -36.65, -30.46], [-28.37, -36.83, -30.89], [-28.80, -38.54, -28.66], [-30.41, -37.95, -28.23], [-29.03, -36.97, -27.94], [-28.42, -37.34, -31.85], [-27.48, -37.22, -30.40], [-28.12, -35.78, -31.03], [-35.37, -32.45, -30.39], [-34.77, -31.83, -29.16], [-35.47, -31.54, -28.23], [-33.33, -31.45, -29.17], [-36.27, -31.95, -30.74], [-35.55, -33.49, -30.13], [-34.63, -32.51, -31.19], [-33.10, -30.43, -29.50], [-32.88, -32.23, -29.78], [-32.99, -31.55, -28.13], [-36.04, -39.34, -23.42], [-34.70, -38.85, -23.92], [-34.01, -39.53, -24.63], [-34.25, -37.59, -23.24], [-36.33, -40.15, -24.09], [-36.80, -38.55, -23.42], [-35.98, -39.69, -22.39], [-35.11, -36.94, -23.07], [-33.53, -37.06, -23.87], [-33.83, -37.96, -22.31]], "smiles": "CC(C)=O.CC(C)=O.CC(C)=O.CC(C)=O.CC(C)=O.CC(C)=O.CC(C)=O.CC(C)=O", "multiplicity": 1, "gap_ev": 9.66, "total_charge": 0, "mol_weight_da": 464.64, "lumo_ev": 0.198}

***

Verdict on stability: #ii comes out at the bottom.

***

#i
{"formula": "C2H3Cl2PS", "method": "ωB97M-V/def2-TZVPD", "symbols": ["C", "C", "P", "S", "Cl", "Cl", "H", "H", "H"], "positions_angstrom": [[0.56, -0.68, 1.03], [0.32, 0.64, 1.00], [-0.46, -0.81, -1.85], [-2.27, -0.40, -1.59], [0.39, 0.76, -2.59], [-0.70, 1.51, 2.02], [1.21, -0.95, 0.24], [-0.03, -1.34, 1.52], [0.98, 1.27, 0.22]], "smiles": "C=CCl.S=PCl", "multiplicity": 1, "gap_ev": 8.20, "total_charge": 0, "mol_weight_da": 160.99, "lumo_ev": -1.141}

***

#ii
{"formula": "C2H3Cl2PS", "method": "ωB97M-V/def2-TZVPD", "symbols": ["C", "C", "P", "S", "Cl", "Cl", "H", "H", "H"], "positions_angstrom": [[-1.40, 0.26, -0.41], [-0.56, -0.47, 0.26], [1.17, 0.12, 0.31], [1.44, 2.03, 0.26], [2.17, -0.76, 1.79], [1.68, -0.84, -1.35], [-2.40, -0.09, -0.51], [-1.39, 1.23, -0.63], [-0.70, -1.47, 0.27]], "smiles": "C=CP(=S)(Cl)Cl", "multiplicity": 1, "gap_ev": 9.75, "total_charge": 0, "mol_weight_da": 160.99, "lumo_ev": 0.356}

***

Verdict on stability: #i comes out at the bottom.